1.
{
  "formula": "CBrClN2O4",
  "method": "ωB97M-V with the def2-TZVPD basis set",
  "energy_ha": -3482.45653,
  "lumo_ev": [-3.898, -3.913],
  "de_lowest_kcal_mol": 52.6,
  "elements": ["C", "N", "N", "O", "O", "O", "O", "Cl", "Br"],
  "positions_angstrom": [[0.11190, -0.39609, 0.12932], [-0.64712, 0.21663, 1.30711], [0.97613, 0.44410, -0.78083], [-0.65328, 1.42107, 1.34334], [1.01748, 1.67117, -0.73543], [-1.19165, -0.65960, 1.93247], [1.57631, -0.24066, -1.60124], [-1.61813, -0.32774, -1.67628], [0.42837, -2.12888, 0.08153]]
}

2.
{
  "formula": "C16H19BCoN6S",
  "method": "ωB97M-V with the def2-TZVPD basis set",
  "total_charge": 2,
  "energy_ha": -2754.82822,
  "s2": 3.92,
  "spin_multiplicity": 4,
  "lumo_ev": [-10.073, -9.531],
  "elements": ["C", "N", "N", "C", "C", "B", "N", "N", "C", "C", "C", "Co", "N", "N", "C", "C", "C", "H", "H", "H", "H", "H", "H", "H", "H", "H", "H", "H", "C", "H", "H", "H", "S", "C", "C", "C", "C", "C", "C", "H", "H", "H", "H", "H"],
  "positions_angstrom": [[-0.22915, 3.10266, -0.75862], [-0.09639, 1.87112, -1.31248], [0.06620, 2.06024, -2.69018], [-0.07601, 3.37932, -2.98261], [-0.24657, 4.07185, -1.77128], [0.30100, 0.76061, -3.51106], [1.38791, -0.07144, -2.73355], [1.23454, -0.35110, -1.36140], [2.25241, -1.19854, -1.01501], [2.96543, -1.53913, -2.17725], [2.34074, -0.86548, -3.23758], [-0.38907, 0.05884, -0.61742], [-0.99236, -0.07863, -3.37754], [-1.41329, -0.53121, -2.11717], [-2.54102, -1.27100, -2.35560], [-2.83054, -1.27062, -3.72737], [-1.81606, -0.53160, -4.33382], [-3.09801, -1.76670, -1.57330], [-1.58591, -0.27686, -5.36566], [-3.67132, -1.72614, -4.23208], [0.64387, 0.96224, -4.64156], [2.42708, -0.87115, -4.31755], [-0.03948, 3.74781, -4.00719], [3.81643, -2.19095, -2.25302], [-0.35846, 5.13729, -1.64159], [2.33555, -1.53826, 0.01171], [-0.34713, 3.21801, 0.31201], [-0.64120, -2.16797, 0.04559], [-0.10779, -2.61698, 0.90396], [0.19309, -3.63044, 0.63598], [0.69093, -2.00338, 1.32453], [-0.82693, -2.70555, 1.70748], [-1.46947, 0.76656, 1.32115], [-1.35093, 0.35081, 2.97328], [-0.10344, 0.22261, 3.61829], [-0.02861, -0.27499, 4.91831], [-1.19513, -0.55881, 5.64900], [-2.44139, -0.39830, 5.02058], [-2.52879, 0.05666, 3.70984], [0.78940, 0.42463, 3.03672], [0.93749, -0.49776, 5.37628], [-1.13338, -0.96578, 6.67391], [-3.34348, -0.68271, 5.56688], [-3.48486, 0.10961, 3.20318]]
}

3.
{
  "formula": "C2H9NO",
  "method": "ωB97M-V with the def2-TZVPD basis set",
  "energy_ha": -211.45530,
  "lumo_ev": 0.896,
  "de_lowest_kcal_mol": 81.4,
  "elements": ["N", "H", "H", "H", "H", "C", "O", "C", "H", "H", "H", "H", "H"],
  "positions_angstrom": [[1.75147, 0.35690, 2.14493], [2.17338, 0.79776, 1.41507], [-5.25871, -3.59458, -4.47770], [1.13357, 1.12240, 2.60356], [0.98448, -0.13712, 1.52469], [0.11104, 0.75957, -0.20222], [-0.25925, -0.52989, 0.06586], [-0.51175, -0.04852, -1.22000], [1.11793, 1.20015, -0.44148], [-0.47965, 1.51041, 0.27004], [0.13286, -0.22738, -2.12772], [-1.58875, 0.06736, -1.36320], [-5.99714, -3.26456, -4.41124]]
}

4.
{
  "formula": "FHNOS",
  "method": "ωB97M-V with the def2-TZVPD basis set",
  "total_charge": -1,
  "energy_ha": -628.57737,
  "lumo_ev": [3.988, 3.988],
  "de_lowest_kcal_mol": 41.8,
  "elements": ["N", "O", "F", "S", "H"],
  "positions_angstrom": [[-1.66220, 0.01452, -0.43998], [-2.68940, 0.37549, 0.03858], [-1.38512, -1.75527, 0.32830], [-0.40432, 1.14370, 0.36904], [0.52537, 0.28584, 0.66783]]
}

5.
{
  "formula": "C10H36O13",
  "method": "ωB97M-V with the def2-TZVPD basis set",
  "energy_ha": -1380.60746,
  "smiles": "OCCO.OCCO.OCCO.OCCO.OCCO.O.O.O",
  "lumo_ev": -0.137,
  "de_lowest_kcal_mol": 29.2,
  "elements": ["O", "H", "H", "O", "H", "H", "O", "H", "H", "C", "C", "O", "O", "H", "H", "H", "H", "H", "H", "C", "C", "O", "O", "H", "H", "H", "H", "H", "H", "C", "C", "O", "O", "H", "H", "H", "H", "H", "H", "C", "C", "O", "O", "H", "H", "H", "H", "H", "H", "C", "C", "O", "O", "H", "H", "H", "H", "H", "H"],
  "positions_angstrom": [[2.75025, -18.05289, -0.73841], [3.11910, -17.35984, -0.19081], [2.37193, -18.67442, -0.11647], [6.81167, -15.83672, -1.08099], [7.37833, -16.57786, -0.86692], [6.78171, -15.31757, -0.27736], [4.30733, -15.94404, 0.28629], [4.94312, -16.03404, -0.42358], [4.78904, -15.50175, 0.98527], [5.84884, -18.62552, -4.60408], [4.85407, -18.06749, -3.55919], [3.86192, -19.09042, -3.45917], [6.45795, -19.87618, -4.21172], [6.57820, -17.84390, -4.81666], [5.26668, -18.67975, -5.52400], [4.43974, -17.14177, -3.95852], [5.39720, -17.97700, -2.61849], [3.49375, -18.93520, -2.58627], [7.03025, -20.18340, -4.91861], [1.78622, -14.09155, -3.67829], [1.58509, -15.47630, -2.98503], [2.81087, -15.93354, -2.44364], [2.23835, -13.06697, -2.74433], [0.88629, -13.73394, -4.17863], [2.56934, -14.15262, -4.43398], [1.41758, -16.09880, -3.86397], [0.67930, -15.48844, -2.37883], [2.58679, -16.78237, -2.05522], [2.94357, -13.42162, -2.19799], [6.73655, -16.91023, 4.11126], [5.84541, -17.75882, 3.11161], [4.56296, -17.31724, 2.94577], [6.15098, -16.56255, 5.36523], [6.94785, -15.96663, 3.60820], [7.69403, -17.35871, 4.37618], [5.78466, -18.73907, 3.58439], [6.36277, -17.77942, 2.15244], [4.07117, -17.51582, 3.74597], [6.84966, -16.44661, 6.01332], [-0.53363, -15.41566, 1.60455], [1.04993, -15.48699, 1.64427], [1.58752, -16.65857, 2.23911], [-0.99409, -15.34630, 2.93892], [-0.94144, -16.37434, 1.28404], [-0.92235, -14.59028, 1.00812], [1.42869, -14.64158, 2.21866], [1.35112, -15.33091, 0.60840], [2.53676, -16.76904, 2.14786], [-0.56969, -16.04316, 3.44477], [5.98746, -12.78849, 0.94500], [4.51156, -12.58490, 0.80155], [4.06465, -13.16510, -0.41210], [6.20966, -14.18227, 1.17752], [6.33093, -12.13685, 1.74843], [6.46241, -12.39264, 0.04732], [4.41667, -11.49943, 0.77267], [4.00460, -13.09710, 1.61932], [4.01704, -14.10880, -0.24251], [7.07689, -14.33802, 1.55864]]
}

6.
{
  "formula": "C34H51F7N5O23S",
  "method": "ωB97M-V with the def2-TZVPD basis set",
  "total_charge": 1,
  "energy_ha": -4427.52799,
  "lumo_ev": -2.681,
  "elements": ["C", "C", "N", "C", "N", "C", "C", "C", "C", "O", "C", "O", "C", "O", "C", "F", "F", "F", "N", "S", "O", "O", "C", "F", "F", "F", "C", "N", "C", "C", "N", "C", "C", "F", "H", "H", "H", "H", "H", "H", "H", "H", "H", "H", "H", "H", "H", "H", "H", "H", "H", "H", "H", "H", "H", "H", "H", "H", "H", "H", "H", "C", "C", "O", "C", "O", "O", "H", "H", "H", "H", "C", "C", "O", "C", "O", "O", "H", "H", "H", "H", "C", "C", "O", "C", "O", "O", "H", "H", "H", "H", "C", "C", "O", "C", "O", "O", "H", "H", "H", "H", "C", "C", "O", "C", "O", "O", "H", "H", "H", "H", "C", "C", "O", "C", "O", "O", "H", "H", "H", "H"],
  "positions_angstrom": [[-1.31846, 0.00278, 0.85088], [-0.30637, 0.31064, -0.25421], [0.18195, -0.91504, -0.97138], [1.51771, -0.97087, -1.21107], [2.39438, -0.99765, -0.22349], [3.84374, -0.73248, -0.34065], [4.72917, -1.92919, -0.00066], [6.16813, -1.69349, -0.49195], [7.18302, -2.12229, 0.54917], [7.03038, -3.54635, 0.72189], [7.82136, -4.04852, 1.71136], [8.79621, -4.67289, 1.50879], [1.94212, -1.29738, 1.14810], [1.22751, -2.51462, 1.15587], [1.65897, -3.45631, 2.03158], [1.64558, -2.99376, 3.28830], [2.91843, -3.83286, 1.77831], [0.86656, -4.49237, 1.93370], [1.82392, -0.96555, -2.55603], [2.99541, -1.96961, -3.21774], [3.56784, -2.73108, -2.16086], [2.53035, -2.57084, -4.41091], [4.29050, -0.71534, -3.76406], [4.45876, -0.82676, -5.06278], [5.42747, -0.99372, -3.13350], [3.92418, 0.52446, -3.46396], [0.43190, -0.70423, -3.24138], [0.37852, -0.89760, -4.62696], [-0.54354, -1.31884, -2.22267], [-1.90368, -0.64706, -2.50024], [-3.01321, -0.93533, -1.60654], [-0.79204, -2.85632, -2.19653], [0.25926, -3.80324, -2.71934], [-1.01506, -3.18097, -0.85884], [-1.40348, -1.07000, 1.02855], [-1.03199, 0.50998, 1.77288], [-2.30073, 0.38266, 0.58029], [0.56626, 0.80026, 0.17778], [-0.67961, 1.03106, -0.98344], [4.04665, -0.30036, -1.31842], [4.05458, 0.06684, 0.38150], [4.75904, -2.05859, 1.08542], [4.31798, -2.85081, -0.40972], [6.33803, -0.62812, -0.68856], [6.35053, -2.25779, -1.40969], [6.96921, -1.60917, 1.49057], [8.20890, -1.91863, 0.22970], [7.44031, -3.84237, 2.72631], [1.29889, -0.51565, 1.54151], [2.83759, -1.35548, 1.76534], [0.31619, 0.36899, -3.05749], [0.09356, -0.06853, -5.12632], [-0.13647, -1.70306, -4.95291], [-1.77660, 0.43629, -2.60537], [-2.16289, -1.01477, -3.50008], [-3.67019, -1.58427, -2.02200], [-2.74481, -1.34455, -0.71902], [-1.74593, -3.04453, -2.69874], [0.39341, -3.72202, -3.79854], [-0.08879, -4.81684, -2.50453], [1.21056, -3.69017, -2.19769], [-4.30449, 3.94570, 2.78838], [-3.17987, 3.26522, 3.54970], [-2.46401, 2.60499, 2.49415], [-2.72186, 3.23963, 1.33429], [-2.16931, 3.01709, 0.30127], [-3.70900, 4.14170, 1.49453], [-4.60586, 4.90297, 3.20290], [-5.17987, 3.30740, 2.67057], [-2.50869, 3.97766, 4.03042], [-3.51763, 2.53178, 4.27525], [9.49225, -1.02511, 4.66391], [9.42395, 0.46189, 4.97124], [8.46391, 0.92340, 4.00526], [7.69350, -0.11275, 3.64284], [6.70816, -0.03282, 2.97113], [8.18341, -1.27308, 4.12013], [9.65019, -1.65352, 5.53462], [10.23220, -1.26340, 3.89977], [9.03319, 0.66600, 5.96809], [10.36311, 0.98751, 4.83093], [-7.13743, -1.12198, -0.19436], [-6.83802, 0.27600, 0.31975], [-5.72186, 0.04030, 1.19154], [-5.11109, -1.10005, 0.80878], [-4.05756, -1.47437, 1.22137], [-5.84925, -1.75033, -0.11247], [-7.49405, -1.14925, -1.21939], [-7.82946, -1.66515, 0.44941], [-6.52003, 0.95266, -0.47413], [-7.65257, 0.72517, 0.87982], [-5.95123, 7.70793, 1.01644], [-5.76365, 6.42066, 0.23287], [-6.64412, 5.52378, 0.92203], [-7.59487, 6.25255, 1.55094], [-8.55873, 5.78858, 2.07186], [-7.29166, 7.56522, 1.50590], [-5.87026, 8.60866, 0.41578], [-5.27763, 7.78037, 1.87213], [-6.09334, 6.51704, -0.80225], [-4.75334, 6.02437, 0.25908], [6.89280, -4.61743, -3.37674], [7.30632, -3.38993, -4.17417], [8.62936, -3.72706, -4.58265], [8.75574, -5.08071, -4.57755], [9.67586, -5.67659, -5.02372], [7.67187, -5.64462, -3.98779], [5.83604, -4.86039, -3.45397], [7.17222, -4.54243, -2.32361], [6.68860, -3.24653, -5.06425], [7.32622, -2.47511, -3.59064], [-12.78234, 5.32685, 2.59000], [-11.56059, 4.80223, 1.85631], [-12.15642, 4.04731, 0.79310], [-13.40309, 4.52408, 0.56717], [-14.08702, 4.22318, -0.35528], [-13.75633, 5.39250, 1.54393], [-12.64360, 6.31170, 3.02643], [-13.13951, 4.63568, 3.35544], [-10.95603, 5.59997, 1.42963], [-10.92439, 4.15727, 2.45433]]
}

7.
{
  "formula": "C3H9O",
  "method": "ωB97M-V with the def2-TZVPD basis set",
  "energy_ha": -194.81680,
  "s2": 0.75,
  "spin_multiplicity": 2,
  "lumo_ev": [0.968, -2.121],
  "de_lowest_kcal_mol": 25.6,
  "elements": ["O", "H", "C", "C", "C", "H", "H", "H", "H", "H", "H", "H", "H"],
  "positions_angstrom": [[-2.44558, -0.98285, -1.96016], [-3.31112, -1.35724, -1.68767], [1.82570, 0.25509, 0.85267], [0.55980, -0.16485, -0.06018], [-0.81529, 0.47578, 0.21369], [1.71348, 0.19276, 1.97561], [2.69614, -0.46314, 0.61645], [2.08583, 1.28120, 0.52975], [0.91855, -0.00565, -1.16010], [0.33827, -1.26058, 0.07656], [-1.53293, 0.02579, -0.55030], [-0.85731, 1.54519, -0.05320], [-1.17554, 0.45851, 1.20688]]
}

Which formula does entry 5 have? C10H36O13